Formula: C4H5NO2
Source: OMol25
Level of theory: wB97M-V/def2-TZVPD

```
12
Properties=species:S:1:pos:R:3:mulliken_charge:R:1
C 0.1715 1.2018 0.9790 -0.934
C -0.4226 -0.0982 0.0941 0.165
C -0.7014 -0.1129 -1.4956 -0.289
N -0.0472 -1.1565 -2.1078 -0.177
O 0.8132 -1.6670 -1.0589 -0.193
C 0.7144 -1.0922 0.1343 0.507
O 1.4977 -1.3476 1.0393 -0.582
H 0.8949 0.7196 1.8968 0.272
H 0.4959 2.0717 0.3009 0.309
H -0.6274 1.8753 1.6149 0.279
H -1.0884 -0.5160 0.7490 0.352
H -1.7006 0.1220 -2.1460 0.289
```

Its strongest force on any atom is 0.122 hartree/bohr. Its total charge is 0. Its SMILES is C[C@H]1C=NOC1=O. The energy above the lowest of the compared OMol25 structures with the same formula, charge and spin comes out at 101.0 kcal per mole.